No. 1
This record from the Open Molecules 2025 dataset describes a molecular structure, C54H56BaGeN3O3P2S5 at a distorted geometry. The level of theory is ωB97M-V/def2-TZVPD.

Element x y z (Å)
Ba 1.178 1.483 -0.711
O 0.220 7.418 -5.230
C 0.332 6.445 -4.553
S 1.388 5.071 -4.940
C 0.992 4.066 -3.585
C 0.047 4.600 -2.670
S -0.560 3.822 -1.292
S -0.581 6.166 -3.047
S 1.750 2.562 -3.488
C -6.875 -1.763 0.839
S -7.083 -1.461 -0.924
C -5.818 -2.540 -1.645
C -4.485 -1.872 -1.954
C -3.813 -1.366 -0.690
N -2.474 -0.837 -0.898
P -1.073 -1.669 -0.385
C -1.398 -3.336 -1.023
C -1.925 -4.375 -0.274
C -2.196 -5.600 -0.865
C -1.942 -5.793 -2.212
C -1.404 -4.760 -2.969
C -1.127 -3.545 -2.373
C -1.325 -1.895 1.400
C -2.374 -1.299 2.093
C -2.498 -1.466 3.463
C -1.575 -2.229 4.156
C -0.517 -2.815 3.476
C -0.389 -2.642 2.110
P -2.129 0.792 -1.182
C -3.132 1.712 0.016
C -2.503 2.077 1.201
C -3.204 2.703 2.217
C -4.555 2.974 2.053
C -5.195 2.616 0.877
C -4.488 1.990 -0.136
C -2.844 1.190 -2.800
C -2.731 0.242 -3.813
C -3.096 0.551 -5.111
C -3.572 1.818 -5.413
C -3.682 2.768 -4.410
C -3.317 2.459 -3.111
H -7.682 -1.243 1.347
H -5.936 -1.387 1.231
H -6.960 -2.822 1.070
H -6.253 -2.936 -2.564
H -5.678 -3.392 -0.976
H -4.650 -1.049 -2.656
H -3.829 -2.596 -2.451
H -3.744 -2.188 0.038
H -4.431 -0.585 -0.218
H -2.130 -4.232 0.779
H -2.606 -6.403 -0.271
H -2.155 -6.747 -2.672
H -1.191 -4.907 -4.019
H -0.701 -2.747 -2.964
H -3.099 -0.690 1.565
H -3.319 -0.998 3.985
H -1.667 -2.355 5.223
H 0.222 -3.394 4.004
H 0.443 -3.102 1.603
H -1.454 1.858 1.366
H -2.695 2.972 3.130
H -5.108 3.462 2.840
H -6.247 2.822 0.746
H -4.999 1.709 -1.050
H -2.364 -0.750 -3.584
H -3.005 -0.194 -5.887
H -3.856 2.063 -6.424
H -4.048 3.757 -4.638
H -3.391 3.215 -2.340
O 2.112 -2.770 -0.478
H 2.458 -2.591 0.402
H 2.813 -2.416 -1.028
O 1.030 3.506 1.380
H 0.303 4.071 1.097
H 0.868 3.262 2.294
C 6.857 3.353 1.848
C 6.934 2.035 2.260
C 5.794 1.248 2.310
C 4.550 1.747 1.943
C 4.494 3.081 1.537
C 5.624 3.880 1.491
Ge 2.847 0.707 1.868
C 3.464 -1.061 2.547
C 4.297 -1.834 1.741
C 4.749 -3.086 2.129
C 4.373 -3.603 3.360
C 3.552 -2.851 4.182
C 3.110 -1.600 3.781
C 1.899 1.441 3.480
C 2.462 2.294 4.424
C 1.719 2.806 5.476
C 0.381 2.478 5.616
C -0.203 1.622 4.694
C 0.551 1.119 3.645
H 7.744 3.965 1.809
H 7.886 1.616 2.552
H 5.888 0.222 2.645
H 3.544 3.524 1.261
H 5.543 4.909 1.176
H 4.616 -1.453 0.777
H 5.390 -3.655 1.475
H 4.722 -4.574 3.674
H 3.261 -3.238 5.150
H 2.478 -1.032 4.448
H 3.502 2.577 4.335
H 2.191 3.467 6.190
H -0.197 2.882 6.433
H -1.243 1.340 4.794
H 0.067 0.440 2.953
C 3.333 -2.184 -5.159
C 3.590 -1.278 -4.013
C 4.703 -0.558 -3.645
C 4.337 0.115 -2.471
N 3.088 -0.175 -2.132
N 2.651 -1.024 -3.084
C 5.140 1.069 -1.660
H 4.254 -2.344 -5.713
H 2.601 -1.759 -5.841
H 2.970 -3.155 -4.828
H 5.644 -0.524 -4.149
H 1.708 -1.383 -3.037
H 6.193 0.995 -1.913
H 5.031 0.883 -0.592
H 4.831 2.096 -1.849

The orbital gap (alpha / beta) is 6.7 / 4.7 eV. The calculated total energy is -197486.701 eV. As for the spin multiplicity: 2. As for the expectation value of S²: 0.76. The value obtained for the energy above the lowest of the compared OMol25 structures with the same formula, charge and spin is 0.0667 eV.

Atom charges from the Mulliken analysis, given in e for atoms 1 to 5: number 1, Ba, carries 2.48; number 2, O, carries -0.56; number 3, C, carries 0.57; number 4, S, carries -0.12; number 5, C, carries -0.17

No. 2
This record from the Open Molecules 2025 dataset describes a molecular structure, C54H58AuGeN7S3 at a distorted geometry. The level of theory is ωB97M-V/def2-TZVPD.

Element x y z (Å)
Au -1.284 0.491 -0.382
N -3.503 2.311 1.433
C -4.028 1.408 0.547
C -5.434 1.291 0.529
C -6.050 0.371 -0.285
C -5.261 -0.461 -1.086
C -3.904 -0.284 -1.040
N -3.289 0.634 -0.263
C -2.240 2.804 1.683
C -2.089 3.735 2.724
C -0.841 4.262 2.972
C 0.238 3.870 2.179
C 0.006 2.959 1.176
N -1.199 2.432 0.946
H -4.215 2.734 2.018
H -6.021 1.945 1.158
H -7.126 0.289 -0.306
H -5.689 -1.214 -1.729
H -3.237 -0.900 -1.619
H -2.938 4.046 3.311
H -0.702 4.987 3.757
H 1.221 4.285 2.325
H 0.777 2.613 0.500
N 0.605 0.319 -0.697
S 1.787 -0.615 -0.725
N 2.000 -1.929 0.166
S 1.721 -2.754 1.467
N 0.238 -3.045 1.860
S -1.139 -2.225 1.653
N -1.241 -1.517 0.343
C -2.410 -3.498 1.754
C -2.081 -4.836 1.848
C -3.108 -5.760 1.984
C -4.428 -5.336 2.023
C -4.740 -3.990 1.897
C -3.726 -3.058 1.751
C -1.246 -1.284 3.203
C -0.555 -0.089 3.319
C -0.536 0.560 4.545
C -1.206 0.014 5.633
C -1.899 -1.180 5.501
C -1.907 -1.843 4.282
C 2.610 -2.005 2.838
C 3.939 -1.679 2.606
C 4.709 -1.230 3.665
C 4.148 -1.116 4.929
C 2.820 -1.448 5.143
C 2.040 -1.908 4.094
C 2.494 -4.352 1.309
C 3.369 -4.651 0.279
C 4.021 -5.876 0.301
C 3.794 -6.766 1.340
C 2.901 -6.459 2.357
C 2.247 -5.238 2.351
C 2.140 -1.306 -2.359
C 3.458 -1.633 -2.632
C 3.793 -2.032 -3.917
C 2.803 -2.147 -4.880
C 1.475 -1.894 -4.567
C 1.133 -1.454 -3.295
C 3.104 0.579 -0.368
C 3.270 1.006 0.939
C 4.143 2.051 1.198
C 4.811 2.681 0.159
C 4.626 2.251 -1.146
C 3.759 1.203 -1.417
H -1.047 -5.142 1.824
H -2.872 -6.809 2.075
H -5.219 -6.061 2.155
H -5.770 -3.669 1.930
H -3.946 -2.004 1.651
H -0.035 0.315 2.459
H 0.008 1.486 4.658
H -1.184 0.516 6.588
H -2.426 -1.601 6.343
H -2.425 -2.782 4.179
H 4.356 -1.788 1.617
H 5.746 -0.988 3.504
H 4.753 -0.775 5.754
H 2.391 -1.376 6.128
H 1.016 -2.209 4.249
H 3.521 -3.938 -0.516
H 4.710 -6.131 -0.489
H 4.324 -7.706 1.362
H 2.726 -7.165 3.156
H 1.558 -4.970 3.137
H 4.207 -1.559 -1.857
H 4.823 -2.243 -4.160
H 3.069 -2.444 -5.883
H 0.711 -2.032 -5.317
H 0.109 -1.237 -3.018
H 2.725 0.530 1.740
H 4.300 2.377 2.214
H 5.477 3.507 0.362
H 5.150 2.729 -1.959
H 3.597 0.883 -2.435
C 1.347 5.997 -4.302
C 0.980 4.787 -3.467
C 0.909 3.491 -4.265
C 0.598 2.262 -3.410
Ge -1.234 2.262 -2.563
C -2.744 1.628 -3.754
C -2.953 2.465 -5.024
C -3.845 3.683 -4.834
C -3.237 4.751 -3.947
H 1.326 6.903 -3.702
H 0.672 6.125 -5.146
H 2.350 5.907 -4.719
H 0.002 4.966 -2.998
H 1.700 4.675 -2.652
H 1.873 3.327 -4.753
H 0.171 3.588 -5.062
H 1.325 2.161 -2.605
H 0.637 1.355 -4.019
H -1.498 3.490 -1.663
H -3.674 1.568 -3.187
H -2.457 0.613 -4.042
H -3.424 1.810 -5.760
H -1.995 2.778 -5.445
H -4.818 3.383 -4.441
H -4.029 4.117 -5.821
H -3.162 4.401 -2.913
H -3.856 5.644 -3.949
H -2.242 5.027 -4.294

The orbital gap (alpha / beta) is 4.7 / 4.6 eV. Its charge is +4. The calculated total energy is -160038.079 eV. The value obtained for the energy above the lowest of the compared OMol25 structures with the same formula, charge and spin is 4.7118 eV.

Atom charges from the Mulliken analysis, given in e for atoms 1 to 5: number 1, Au, carries 0.58; number 2, N, carries 0.24; number 3, C, carries 0.52; number 4, C, carries -1.02; number 5, C, carries -0.87

No. 3
This record from the Open Molecules 2025 dataset describes a molecular structure, C54H58BBaN6O7PS at a distorted geometry. The level of theory is ωB97M-V/def2-TZVPD.

Element x y z (Å)
Ba -1.078 0.282 -0.025
O 2.581 1.559 1.920
C 3.296 2.260 0.934
C 3.123 1.749 -0.485
C 4.147 1.927 -1.409
C 3.959 1.522 -2.719
C 2.748 0.949 -3.069
C 1.789 0.797 -2.081
N 1.962 1.176 -0.813
H 1.644 1.575 1.661
H 4.355 2.206 1.193
H 3.022 3.327 0.937
H 5.079 2.377 -1.091
H 4.744 1.653 -3.453
H 2.536 0.621 -4.076
H 0.836 0.351 -2.341
C 1.182 6.842 3.467
O 0.238 6.525 2.453
C -0.877 7.277 2.368
C -1.104 8.451 3.076
C -2.281 9.163 2.881
C -3.243 8.720 1.991
C -3.034 7.534 1.301
C -1.871 6.811 1.497
N -1.661 5.608 0.764
C -1.309 4.407 1.202
C -1.250 3.889 2.489
C -1.788 4.526 3.649
C -1.802 3.882 4.844
C -1.280 2.561 4.933
C -0.765 1.906 3.861
C -0.707 2.549 2.583
O -0.210 1.977 1.569
H 1.946 6.073 3.408
H 0.712 6.814 4.452
H 1.632 7.822 3.293
H -0.360 8.818 3.769
H -2.439 10.078 3.436
H -4.155 9.280 1.840
H -3.782 7.148 0.620
H -1.752 5.689 -0.238
H -1.059 3.721 0.399
H -2.227 5.510 3.567
H -2.231 4.349 5.720
H -1.308 2.057 5.892
H -0.385 0.894 3.925
C 0.931 -2.093 4.453
P 0.970 -1.803 2.643
C 2.755 -1.730 2.265
C 3.743 -1.766 3.246
C 5.082 -1.602 2.915
C 5.453 -1.410 1.593
C 4.476 -1.379 0.606
C 3.140 -1.524 0.942
C 0.493 -3.479 2.075
C 1.326 -4.349 1.380
C 0.866 -5.601 0.990
C -0.425 -6.001 1.296
C -1.266 -5.136 1.981
C -0.812 -3.885 2.356
H 1.346 -1.234 4.982
H 1.463 -2.997 4.753
H -0.113 -2.191 4.751
H 3.476 -1.921 4.283
H 5.833 -1.627 3.695
H 6.497 -1.284 1.332
H 4.754 -1.220 -0.429
H 2.393 -1.468 0.159
H 2.343 -4.065 1.143
H 1.526 -6.267 0.450
H -0.777 -6.978 0.994
H -2.286 -5.424 2.203
H -1.494 -3.203 2.856
S 1.644 -6.069 -4.339
C 1.490 -4.637 -3.287
C 2.516 -3.703 -3.224
C 2.329 -2.567 -2.455
N 1.222 -2.310 -1.763
C 0.241 -3.216 -1.821
C 0.331 -4.383 -2.570
C 1.777 -7.344 -3.103
C 0.665 -8.073 -2.708
C 0.829 -9.085 -1.773
N 1.999 -9.408 -1.229
C 3.061 -8.710 -1.624
C 3.005 -7.679 -2.550
H 3.437 -3.849 -3.773
H 3.114 -1.818 -2.405
H -0.663 -3.026 -1.252
H -0.512 -5.061 -2.594
H -0.311 -7.865 -3.125
H -0.029 -9.666 -1.450
H 4.010 -8.985 -1.178
H 3.905 -7.153 -2.839
C -3.035 0.822 -5.505
C -3.782 1.286 -4.257
C -4.875 2.263 -4.662
O -2.834 1.975 -3.424
B -2.357 1.148 -2.406
O -3.180 -0.036 -2.415
C -4.261 0.116 -3.353
C -4.459 -1.210 -4.071
C -5.507 0.439 -2.532
H -2.607 1.697 -5.996
H -3.691 0.314 -6.214
H -2.218 0.150 -5.242
H -4.440 3.056 -5.271
H -5.343 2.721 -3.793
H -5.649 1.769 -5.255
H -3.541 -1.545 -4.550
H -5.242 -1.139 -4.832
H -4.757 -1.971 -3.349
H -5.374 1.363 -1.969
H -5.666 -0.370 -1.817
H -6.402 0.532 -3.151
C -5.716 -0.142 2.764
N -4.846 -1.008 1.986
C -5.256 -2.274 1.648
C -4.507 -3.089 0.897
C -3.202 -2.618 0.425
O -2.487 -3.305 -0.305
N -2.814 -1.372 0.833
C -3.615 -0.554 1.543
O -3.252 0.617 1.785
H -6.670 -0.007 2.254
H -5.223 0.819 2.865
H -5.891 -0.568 3.754
H -6.231 -2.556 2.025
H -4.853 -4.075 0.627

The orbital gap is 5.2 eV. The calculated total energy is -101710.127 eV. The value obtained for the energy above the lowest of the compared OMol25 structures with the same formula, charge and spin is 0.0000 eV.

Atom charges from the Mulliken analysis, given in e for atoms 1 to 5: number 1, Ba, carries 0.39; number 2, O, carries -0.35; number 3, C, carries -0.87; number 4, C, carries 0.90; number 5, C, carries -1.10